A 4-piece molecular cluster, C3H16NO3 overall in a non-equilibrium geometry. Source: OMol25; level of theory: ωB97M-V/def2-TZVPD.

```
23
Properties=species:S:1:pos:R:3:forces:R:3
C -0.382684 -0.673551 -1.188249 -0.71 -0.84 0.62
C -1.865210 -0.454562 -1.494934 0.73 -0.74 1.01
C -2.909511 -1.150650 -0.681594 1.08 -0.37 -1.40
N 0.263147 0.331456 -0.256227 0.60 -0.84 -0.32
H -0.237211 -1.611553 -0.632664 -0.28 0.09 -0.42
H 0.173170 -0.763657 -2.104064 0.50 0.33 -0.30
H -1.990089 -0.714434 -2.587009 -0.15 0.25 -0.17
H -2.065427 0.623040 -1.667374 -0.56 0.37 -0.32
H -2.521795 -1.896938 0.000598 0.41 -0.40 -0.01
H -3.448446 -0.530794 0.049077 -1.02 0.51 -0.15
H -3.626612 -1.596666 -1.447188 -0.19 0.72 1.02
H 0.866371 1.071451 -0.624355 -0.52 0.27 -0.42
H -0.382687 0.767298 0.402278 0.21 0.00 0.12
H 0.945853 -0.283709 0.221003 0.03 0.27 0.77
H 3.030745 0.344472 1.590543 -0.16 0.08 0.25
H 2.804346 1.827076 1.256345 -0.15 0.02 0.29
O 2.415507 1.087110 1.759492 0.85 -0.59 -0.37
H 0.842244 3.613810 0.394179 0.04 -0.08 0.16
H 0.868269 2.782757 1.696482 -0.01 0.15 0.05
O 0.962897 2.713897 0.738034 -0.49 0.72 -0.44
H 1.750890 -1.393138 2.098148 0.12 -0.30 -0.09
H 2.461826 -2.479010 1.277865 0.07 -0.15 -0.14
O 2.044408 -1.613706 1.199615 -0.41 0.53 0.26
```
Positions in Å, forces in eV/Å.

As for the relative energy (zero: lowest compared OMol25 entry of this formula, charge and spin): 0.459 eV. Its expectation value of S² is 0.754. The total energy is -10981.7582 eV. The spin multiplicity is 2. Its HOMO energy (alpha / beta) is -19.59 / -17.93 eV. As for the charge: +2. As for the HOMO-LUMO gap (alpha / beta): 12.9 / 2.7 eV. The molecular weight is 114.165 g/mol.

C3H16NO3S as an isolated structure in a non-equilibrium geometry. Source: OMol25; level of theory: ωB97M-V/def2-TZVPD.

```
24
Properties=species:S:1:pos:R:3:forces:R:3
C 0.793147 0.620688 -1.299879 0.21 1.58 0.61
C 1.955226 0.770551 -0.243197 -0.36 -2.11 -0.53
C 2.017212 -0.503535 0.644007 -1.64 1.68 0.33
S 0.327036 -0.528268 1.926146 3.66 -4.28 -2.30
N -0.559902 0.935580 -0.680930 0.63 -1.35 -0.10
H 0.796327 -0.387684 -1.695759 -0.33 -0.16 0.08
H 0.849816 1.312488 -2.145361 0.50 -0.12 0.19
H 2.886036 0.574719 -0.784576 0.05 0.83 -0.37
H 2.006013 1.702644 0.313529 -0.15 0.04 -0.13
H 1.976283 -1.360976 -0.030598 -0.30 -0.09 0.44
H 2.909570 -0.561099 1.261855 -0.33 0.11 0.29
H 0.687571 -2.136557 1.418927 -1.35 3.44 1.76
H -1.360398 0.676097 -1.300561 0.50 0.05 0.32
H -0.619158 1.856201 -0.273900 -0.01 0.83 0.00
H -0.604043 0.301379 0.135696 -0.39 0.06 -0.09
H -1.055933 3.462189 2.096775 0.01 -0.24 0.21
H -0.749898 1.910123 2.063294 -0.16 0.16 0.68
O -0.813801 2.711758 1.545699 0.16 0.06 -0.88
H -1.107074 -1.997513 1.109260 -0.58 -0.94 -0.81
H -2.005017 -3.252495 1.035872 -0.16 -0.23 0.02
O -1.405773 -2.724558 0.502379 0.21 1.02 0.40
H -2.197132 -1.581856 -1.197876 -0.01 0.06 -0.26
H -2.602034 -0.985395 -2.605723 -0.23 -0.30 -0.11
O -2.124071 -0.814482 -1.795081 0.07 -0.09 0.26
```
Positions in Å, forces in eV/Å.

As for the relative energy (zero: lowest compared OMol25 entry of this formula, charge and spin): 2.392 eV. The total energy is -21830.6888 eV. Its HOMO energy is -13.62 eV. As for the charge: +1. As for the HOMO-LUMO gap: 9.7 eV. The molecular weight is 146.232 g/mol.

C3H17HfO16 as an isolated structure in a non-equilibrium geometry. Source: OMol25; level of theory: ωB97M-V/def2-TZVPD.

```
37
Properties=species:S:1:pos:R:3:forces:R:3
Hf -0.223166 1.047434 1.496333 -0.38 -2.05 -0.10
C -0.637846 -2.106122 2.158169 2.76 -5.34 -3.00
O -0.416731 -0.923366 1.836476 -0.06 2.55 1.17
O -1.374327 -2.367302 3.191466 -1.12 -0.53 1.37
O -0.115383 -3.057243 1.515671 -2.03 1.75 1.69
H -1.783830 -1.565054 3.500972 -0.37 0.41 0.42
C 0.032425 3.493838 0.881170 0.05 1.33 -2.10
O -0.917783 2.780373 0.553389 -5.73 1.35 -2.42
O 0.277151 4.734228 0.464758 0.55 -1.49 1.35
O 0.799999 2.770928 1.512598 6.11 2.49 3.76
H -0.359708 5.080034 -0.168795 -0.47 -0.24 -0.03
C 1.082731 0.013975 -0.376754 1.41 -0.25 0.61
O -0.122028 0.399314 -0.370892 -2.17 -0.84 -4.59
O 1.717212 -0.711804 -1.278594 -0.52 2.09 2.30
O 1.597257 0.393061 0.711526 3.01 -0.68 0.10
H 1.099873 -0.857318 -2.003402 -1.04 -0.58 -1.30
O 0.068230 1.234784 -3.764788 1.26 -1.21 1.73
H -0.779743 0.936307 -3.475537 -0.96 -0.30 0.03
H -0.071636 1.884017 -4.405581 -0.37 1.53 -1.74
O 0.992019 0.800437 3.266130 -0.28 -1.73 2.20
H 0.951770 0.012260 3.871949 0.01 0.21 -1.35
H 1.262446 1.434537 3.911407 0.69 1.67 0.32
O -2.296258 0.451118 0.976741 -2.04 0.43 0.79
H -3.182908 0.554986 1.395682 0.88 -0.06 -0.64
H -2.408993 0.116074 0.077009 0.03 0.19 -0.31
O 2.374295 -2.798591 0.912157 0.46 -1.26 0.88
H 2.127024 -2.000361 0.508001 0.18 1.87 -0.88
H 1.504060 -3.015441 1.291798 0.11 -0.60 0.08
O -0.196948 -1.771955 -2.804867 0.62 0.47 -0.12
H -0.416925 -2.383925 -2.117198 0.24 -1.21 0.74
H -1.041249 -1.377543 -2.966975 -0.76 0.63 -0.60
O -2.149024 1.700052 -1.761838 0.59 0.93 -0.60
H -2.821760 2.388460 -1.654299 0.05 -0.24 -0.10
H -1.357214 2.211169 -2.078410 -0.90 -0.83 0.57
O 2.251958 -3.500050 -1.796620 -0.37 -0.69 -1.00
H 2.278857 -3.379166 -0.854071 0.25 -0.09 1.11
H 2.256153 -2.622143 -2.154781 0.28 0.31 -0.36
```
Positions in Å, forces in eV/Å.

As for the relative energy (zero: lowest compared OMol25 entry of this formula, charge and spin): 0.380 eV. The total energy is -37452.3627 eV. Its HOMO energy is -12.49 eV. As for the charge: +1. As for the HOMO-LUMO gap: 7.8 eV. The molecular weight is 487.643 g/mol.

A 4-piece molecular cluster, C3H17N2O3 overall in a non-equilibrium geometry. Source: OMol25; level of theory: ωB97M-V/def2-TZVPD.

```
25
Properties=species:S:1:pos:R:3:forces:R:3
C -1.062251 1.606156 0.135951 -0.30 0.38 1.79
C 0.168108 1.817205 -0.735439 0.44 -0.19 -0.46
C 1.386734 2.058120 0.182497 -0.10 -1.73 1.07
N 1.844606 0.745299 0.787548 -0.83 0.63 -0.19
N -0.984107 0.324616 1.046723 1.55 0.74 0.59
H -2.096772 1.697197 -0.192295 0.28 -0.79 -1.09
H -1.107622 2.427712 0.861753 0.46 -0.12 0.10
H 0.311812 0.918923 -1.369473 0.13 0.58 0.09
H 0.116542 2.724568 -1.384010 -0.63 -0.79 0.41
H 2.217962 2.593630 -0.303861 -0.53 0.00 0.26
H 0.973508 2.552067 1.073958 0.60 0.73 -0.49
H 2.491982 0.265504 0.187690 0.32 -0.15 -0.01
H -1.756722 -0.344082 0.945949 -0.44 -0.43 -0.67
H 2.223476 0.868645 1.723704 0.28 0.04 -0.48
H -1.010695 0.631941 2.023671 -0.16 0.09 -0.23
H -0.059553 -0.210705 1.044672 -0.78 1.21 -0.76
H -0.240952 -2.495000 -0.478432 0.38 -0.54 -0.67
H -0.696900 -4.039707 -0.644164 0.58 0.21 -0.43
O -0.818056 -3.204612 -0.192252 -0.87 0.18 0.86
H -2.733627 -2.293766 0.060911 0.51 0.14 -0.51
H -3.032022 -2.017459 1.478453 0.01 0.66 -0.39
O -2.820975 -1.534218 0.650712 -0.88 -0.86 1.10
H 2.440661 -1.141256 -2.790587 -0.45 0.09 -0.03
H 2.416916 -2.328151 -1.900661 -0.40 0.01 0.05
O 1.827947 -1.622628 -2.213017 0.82 -0.10 0.09
```
Positions in Å, forces in eV/Å.

As for the relative energy (zero: lowest compared OMol25 entry of this formula, charge and spin): 1.562 eV. The total energy is -12503.2987 eV. Its HOMO energy is -13.40 eV. As for the charge: +1. As for the HOMO-LUMO gap: 10.7 eV. The molecular weight is 129.180 g/mol.